Here is a single CH2N4O4S molecule in a non-equilibrium geometry from the Open Molecules 2025 dataset. Energies are from the ωB97M-V functional and the def2-TZVPD basis.

XYZ file:
```
12
Properties=species:S:1:pos:R:3:nbo_charge:R:1
C 3.14543 0.78555 0.34539 0.36
N 4.05520 1.38973 0.06715 -0.30
N -1.78723 0.46811 -0.02619 -1.07
N 2.14524 0.00024 0.65231 -0.33
N 1.00304 0.17709 0.13778 0.63
O 0.68810 1.07502 -0.54755 -0.35
O 0.12689 -0.85506 0.42215 -0.57
O -1.44760 -1.71403 -1.23350 -0.88
O -2.16020 -1.72660 1.12824 -0.84
S -1.52554 -1.10518 0.04391 2.49
H -2.76031 0.78870 -0.00191 0.42
H -1.48303 0.71642 -0.98777 0.43
```

maximum force: 3.509 eV Å⁻¹
relative energy (zero: lowest compared OMol25 entry of this formula, charge and spin): 1.44 kcal/mol
E: -957.27220 a.u.
HOMO: -10.9 eV
LUMO level: -0.85 eV
SMILES: N#C/N=[N+](\[O-])OS(N)(=O)=O
orbital gap: 10.08 eV
total charge: 0

Here is a single CH2N4OS molecule in a non-equilibrium geometry from the Open Molecules 2025 dataset. Energies are from the ωB97M-V functional and the def2-TZVPD basis.

XYZ file:
```
9
Properties=species:S:1:pos:R:3:nbo_charge:R:1
C -0.58281 0.80496 0.08506 0.63
H 1.87872 1.10496 0.58935 0.20
H -1.01225 2.62923 -0.24985 0.38
N 0.24378 -0.32159 0.17839 -0.39
N -0.45556 -1.43309 -0.00122 0.00
N -1.65976 -1.19372 -0.05889 0.10
N -0.24200 2.01417 -0.05459 -0.76
O -1.79162 0.23367 -0.01404 -0.36
S 1.98489 -0.24336 -0.07396 0.19
```

maximum force: 3.306 eV Å⁻¹
relative energy (zero: lowest compared OMol25 entry of this formula, charge and spin): 21.16 kcal/mol
E: -731.64291 a.u.
HOMO: -9.4 eV
LUMO level: 0.14 eV
SMILES: [H]/N=c1\onnn1S
orbital gap: 9.55 eV
total charge: 0

Here is a gas-phase ion, CH2N5O2 (charge -1) in a non-equilibrium geometry from the Open Molecules 2025 dataset. Energies are from the ωB97M-V functional and the def2-TZVPD basis.

XYZ file:
```
10
Properties=species:S:1:pos:R:3:nbo_charge:R:1
C -0.40537 1.60022 -0.26915 0.43
N -0.45722 2.71952 -0.59493 -0.46
N 0.85226 -0.11263 0.68948 -0.34
N -1.53749 -0.52768 0.01779 -0.67
N -0.33351 0.49182 0.41778 -0.21
N 1.57603 -0.74830 -0.22337 0.59
O 1.15189 -0.86722 -1.38193 -0.51
O 2.70090 -1.09919 0.15458 -0.50
H -2.39280 -0.20769 0.43111 0.33
H -1.15471 -1.24886 0.75866 0.35
```

maximum force: 4.375 eV Å⁻¹
relative energy (zero: lowest compared OMol25 entry of this formula, charge and spin): 23.66 kcal/mol
E: -463.41096 a.u.
HOMO: -4.6 eV
LUMO level: 4.15 eV
SMILES: N#CN(N)N=[N+]([O-])[O-]
orbital gap: 8.79 eV
total charge: -1

Here is 3 unconnected molecules or ions with the total composition CH2N7O5 in a non-equilibrium geometry from the Open Molecules 2025 dataset. Energies are from the ωB97M-V functional and the def2-TZVPD basis.

XYZ file:
```
15
Properties=species:S:1:pos:R:3:mulliken_spin:R:1
C -0.93515 1.65652 2.85269 0.02
N 1.82380 -0.25438 2.21338 0.14
N 0.60907 0.75689 -2.09466 0.00
N -0.12696 0.49819 -3.03601 0.00
N 0.75561 0.89291 0.60855 0.36
N 0.82702 0.41644 1.89662 0.36
N 1.91114 -1.40231 2.70888 0.67
N -1.29637 0.46021 -3.31213 0.00
O 1.56135 -0.07033 -1.73053 0.01
O -0.35016 2.67160 2.95596 -0.01
O -1.70909 0.81236 2.73366 0.00
O 2.82385 -1.92810 3.33137 0.51
O -1.74858 0.94581 -4.35568 0.00
H 1.37551 0.46428 -0.13240 -0.03
H -0.12336 1.30347 0.15994 -0.02
```

maximum force: 6.983 eV Å⁻¹
E: -798.48840 a.u.
HOMO (spin up / spin down): -4.5 / -4.8 eV
<S²>: 2.0429
LUMO level (spin up / spin down): 2.96 / 1.12 eV
2S+1: 3
orbital gap (spin up / spin down): 7.50 / 5.92 eV
total charge: -1

Here is 2 unconnected molecules or ions with the total composition CH2NO2 in a non-equilibrium geometry from the Open Molecules 2025 dataset. Energies are from the ωB97M-V functional and the def2-TZVPD basis.

XYZ file:
```
6
Properties=species:S:1:pos:R:3:nbo_charge:R:1
C -2.59234 0.36794 -0.31628 0.18
N 1.05587 -0.35882 -0.47484 -0.44
O -0.01600 -0.83460 0.07400 -0.62
O -3.50282 -0.23599 0.03832 -0.55
H 1.59690 0.16478 0.16107 0.21
H -1.43813 -0.01557 -0.28202 0.22
```

maximum force: 4.175 eV Å⁻¹
relative energy (zero: lowest compared OMol25 entry of this formula, charge and spin): 138.70 kcal/mol
E: -244.39632 a.u.
HOMO (spin up / spin down): -1.7 / -2.3 eV
LUMO level (spin up / spin down): 4.40 / 4.54 eV
orbital gap (spin up / spin down): 6.09 / 6.82 eV
total charge: -1

Here is a single CH2NO2P molecule in a non-equilibrium geometry from the Open Molecules 2025 dataset. Energies are from the ωB97M-V functional and the def2-TZVPD basis.

XYZ file:
```
7
Properties=species:S:1:pos:R:3:nbo_charge:R:1
C 0.53570 0.65455 -0.45318 0.44
N -0.72800 0.39239 -0.33958 -0.89
O 1.49158 0.02068 0.08138 -0.15
O 1.33586 -1.24411 0.46738 -0.45
P -1.29605 -1.00054 0.08149 0.99
H 0.85976 1.51671 -0.84205 0.17
H -2.19886 -0.33968 1.00456 -0.11
```

maximum force: 3.832 eV Å⁻¹
relative energy (zero: lowest compared OMol25 entry of this formula, charge and spin): 133.84 kcal/mol
E: -585.70113 a.u.
HOMO (spin up / spin down): -9.1 / -9.1 eV
LUMO level (spin up / spin down): -1.42 / -1.42 eV
orbital gap (spin up / spin down): 7.65 / 7.66 eV
total charge: 0

Here is a gas-phase ion, CH2NO2S3 (charge -1) in a non-equilibrium geometry from the Open Molecules 2025 dataset. Energies are from the ωB97M-V functional and the def2-TZVPD basis.

XYZ file:
```
9
Properties=species:S:1:pos:R:3:nbo_charge:R:1
C -0.15217 0.39136 0.48640 -0.02
N -0.84885 -0.32668 1.29040 -0.82
O -2.36463 -2.14193 0.65194 -0.98
O -0.64626 -2.70514 2.16451 -0.98
S 0.55891 0.05083 -0.97216 -0.36
S -0.22039 2.19370 0.89775 -0.08
S -1.01815 -1.94397 0.99453 2.10
H 0.93409 2.42919 0.25721 0.13
H -0.06965 -2.22329 -0.18873 0.02
```

maximum force: 3.188 eV Å⁻¹
relative energy (zero: lowest compared OMol25 entry of this formula, charge and spin): 20.32 kcal/mol
E: -1439.13769 a.u.
HOMO: -4.3 eV
LUMO level: 3.25 eV
SMILES: O=[S@H]([O-])=NC(=S)S
orbital gap: 7.59 eV
total charge: -1

Here is 2 unconnected molecules or ions with the total composition CH2NO3P in a non-equilibrium geometry from the Open Molecules 2025 dataset. Energies are from the ωB97M-V functional and the def2-TZVPD basis.

XYZ file:
```
8
Properties=species:S:1:pos:R:3:nbo_charge:R:1
C 0.39302 -0.07688 -0.66066 0.19
N 1.05034 0.86572 -1.00243 -0.75
O -1.86264 -1.44015 0.29083 -1.22
O -0.41421 0.17201 1.82864 -1.18
O -1.93076 1.00014 -0.00308 -1.23
P -1.16619 -0.15476 0.55736 2.36
H 1.87588 -1.36790 0.03687 -0.56
H 2.05456 1.00181 -1.04752 0.38
```

maximum force: 2.493 eV Å⁻¹
relative energy (zero: lowest compared OMol25 entry of this formula, charge and spin): 82.52 kcal/mol
E: -661.05195 a.u.
HOMO (spin up / spin down): 1.0 / 1.0 eV
LUMO level (spin up / spin down): 7.60 / 7.60 eV
orbital gap (spin up / spin down): 6.59 / 6.59 eV
total charge: -2

Here is 2 unconnected molecules or ions with the total composition CH2NO3S in a non-equilibrium geometry from the Open Molecules 2025 dataset. Energies are from the ωB97M-V functional and the def2-TZVPD basis.

XYZ file:
```
8
Properties=species:S:1:pos:R:3:nbo_charge:R:1
C 1.79561 -2.30639 0.33272 0.79
N 1.14875 -1.34563 0.51047 -0.70
O -0.08554 1.01954 -0.09882 -1.03
O 2.34579 -3.37336 0.32521 -0.63
O -1.94850 2.22331 -0.23685 -0.97
S -0.41954 -0.55616 0.19282 0.63
H -1.71868 2.30914 -1.11635 0.44
H -1.11790 2.02954 0.09081 0.48
```

maximum force: 6.377 eV Å⁻¹
relative energy (zero: lowest compared OMol25 entry of this formula, charge and spin): 44.81 kcal/mol
E: -717.97002 a.u.
HOMO: -3.1 eV
LUMO level: 3.79 eV
orbital gap: 6.85 eV
total charge: -1

Here is 2 unconnected molecules or ions with the total composition CH2NO3S2 in a non-equilibrium geometry from the Open Molecules 2025 dataset. Energies are from the ωB97M-V functional and the def2-TZVPD basis.

XYZ file:
```
9
Properties=species:S:1:pos:R:3:nbo_charge:R:1
C -1.34443 1.77805 0.38332 1.06
N 0.17293 -0.13254 -0.00290 -1.09
O -0.82577 2.21692 1.30632 -0.57
O -2.06924 1.50795 -0.47728 -0.54
O 0.39717 -2.40027 -1.78592 -0.98
S 1.66215 0.46367 0.71023 0.02
S -0.18967 -1.62181 -0.13589 0.58
H 1.18059 -2.86097 -1.65317 0.44
H 1.01627 1.04901 1.65529 0.09
```

maximum force: 3.513 eV Å⁻¹
relative energy (zero: lowest compared OMol25 entry of this formula, charge and spin): 44.79 kcal/mol
E: -1116.17070 a.u.
HOMO: -2.9 eV
LUMO level: 3.53 eV
orbital gap: 6.46 eV
total charge: -1